Entry 1:
ORCA calculation (wB97M-V/def2-TZVPD) on a molecular structure, C19H16IrN4O6S3.

```
! RIJCOSX wB97M-V def2-TZVPD def2/J DEFGRID3
* xyz 2 2
Ir 0.2128 0.0650 -0.8490
O -3.1382 -1.5698 0.7968
S -1.7318 -1.3763 0.5891
O -1.2708 -0.0287 0.9322
O -1.3240 -1.6709 -0.7953
C -0.8761 -2.6080 1.6082
C -1.7231 -3.4382 2.3327
C -1.1772 -4.5064 3.0276
C 0.1834 -4.7442 2.9929
C 1.0312 -3.9036 2.2811
C 0.4699 -2.8385 1.5961
S 1.6967 -1.7471 0.7412
O 1.3693 -0.3928 1.1724
O 2.9713 -2.2339 1.1363
O 1.4226 -1.8569 -0.7045
H -2.7833 -3.2374 2.3162
H -1.8371 -5.1549 3.5901
H 0.6092 -5.5887 3.5180
H 2.0967 -4.0641 2.2513
N 2.0799 0.7854 -2.1736
C 2.6889 1.9573 -1.6067
C 3.8799 2.4615 -2.0838
C 4.4725 3.5741 -1.4759
C 3.8862 4.1767 -0.3901
C 2.6562 3.7009 0.1170
C 1.9932 4.2688 1.2238
C 0.7836 3.7569 1.6277
C 0.2273 2.6852 0.9169
N 0.8301 2.1361 -0.1074
C 2.0369 2.5858 -0.5181
H 2.6980 -0.0255 -2.0980
H 1.8815 0.9221 -3.1668
H 4.3688 1.9967 -2.9281
H 5.4044 3.9483 -1.8699
H 4.3599 5.0241 0.0827
H 2.4460 5.1001 1.7449
H 0.2545 4.1616 2.4760
H -0.7229 2.2627 1.2092
S -1.1566 0.6029 -2.9065
C -2.6343 0.0892 -2.1945
N -3.3636 -0.8990 -2.7685
C -4.5325 -1.2910 -2.2294
C -5.0003 -0.6617 -1.1039
C -4.1972 0.3556 -0.5615
N -3.0653 0.7245 -1.1195
H -2.9856 -1.3783 -3.5833
H -5.0684 -2.0919 -2.7208
H -5.9327 -0.9419 -0.6450
H -4.4899 0.9079 0.3194
*
```

Values from the calculation:
HOMO energy (spin up / spin down) in Eh: -0.550 / -0.549
LUMO energy (spin up / spin down) in hartree: -0.32948 / -0.33278
Energy above the lowest of the compared OMol25 structures with the same formula, charge and spin in kcal per mole: 75.90
Orbital gap (spin up / spin down) in eV: 5.994 / 5.892
<S²>: 0.769

Results of the Mulliken charge analysis, in e, for atoms 1 through 2: Ir 1.96; O -0.60

=====

Entry 2:
ORCA calculation (wB97M-V/def2-TZVPD) on a molecular structure, C19H16IrN5O5S.

```
! RIJCOSX wB97M-V def2-TZVPD def2/J DEFGRID3
* xyz 2 1
Ir -0.0874 0.5720 -1.0033
O 1.5872 0.8981 0.1183
C 0.9834 1.7792 0.8333
O -0.2637 1.9767 0.4079
C 1.5088 2.4639 1.9480
C 2.8207 2.1732 2.3657
C 3.3834 2.8141 3.4513
C 2.5883 3.7482 4.0937
O 2.9096 4.4822 5.1497
C 1.7764 5.3293 5.4462
O 0.7564 4.9822 4.5091
C 1.2776 4.0437 3.6856
C 0.7044 3.4271 2.6224
H 3.3934 1.4387 1.8159
H 4.3887 2.6114 3.7897
H 2.0729 6.3680 5.3126
H 1.4377 5.1233 6.4590
H -0.3011 3.6499 2.2982
S 1.0018 1.3151 -4.0519
C 0.5038 0.9788 -2.6704
N 1.6844 -6.3415 -1.0478
C 0.6391 -5.6768 -1.5689
O -0.3385 -6.1716 -2.0810
C 0.6755 -4.1655 -1.4946
C 0.4590 -3.4368 -2.6591
C 0.2951 -2.0739 -2.5864
N 0.3224 -1.4126 -1.4161
C 0.5665 -2.1085 -0.2918
C 0.7511 -3.4748 -0.2902
H 1.6838 -7.3491 -1.0992
H 2.5120 -5.8775 -0.7173
H 0.3809 -3.9325 -3.6171
H 0.1025 -1.5014 -3.4838
H 0.6138 -1.5470 0.6347
H 0.9199 -3.9856 0.6479
N -4.6857 -1.9202 -2.4747
C -4.0192 -0.7765 -2.2671
C -2.6686 -0.7625 -1.8578
N -2.0509 0.3968 -1.6383
C -2.7246 1.5479 -1.7981
C -4.0444 1.5015 -2.2221
N -4.6773 0.3704 -2.4610
H -4.2621 -2.8239 -2.3667
H -5.6438 -1.8674 -2.7807
H -2.1231 -1.6773 -1.6953
H -2.2116 2.4716 -1.5762
H -4.5984 2.4198 -2.3722
*
```

Values from the calculation:
HOMO energy in Eh: -0.494
LUMO energy in hartree: -0.27402
Orbital gap in eV: 5.989

Results of the Mulliken charge analysis, in e, for atoms 1 through 2: Ir 1.44; O -0.76

=====

Entry 3:
ORCA calculation (wB97M-V/def2-TZVPD) on a molecular structure, C19H16O9P3V.

```
! RIJCOSX wB97M-V def2-TZVPD def2/J DEFGRID3
* xyz 1 2
V -0.5670 -0.1105 -0.4425
O 0.4577 -0.3353 -4.4800
P 0.4026 -1.0925 -3.1163
O 0.1713 -2.5355 -3.1280
O -0.6221 -0.2466 -2.2626
O 1.8258 -0.7372 -2.4065
P 1.9945 -0.8858 -0.8164
O 0.7733 -1.9332 -0.4757
O 3.3325 -1.1598 -0.3626
O 1.1866 0.3453 -0.2257
H 0.6688 -0.8989 -5.2373
H 0.6954 -2.6988 -1.0846
O -3.0498 -0.2230 2.6265
C -2.3330 0.4187 1.9418
O -1.7194 -0.1852 0.8365
C -1.9374 1.8392 2.1565
C -2.0834 2.3164 3.4520
C -1.7278 3.6225 3.7587
C -1.2403 4.4586 2.7694
C -1.1144 3.9975 1.4643
C -1.4575 2.6892 1.1476
P -1.3756 2.1422 -0.5695
C -0.4464 3.3152 -1.5499
C 0.9446 3.3562 -1.4337
C 1.6641 4.2793 -2.1730
C 1.0026 5.1535 -3.0266
C -0.3799 5.1124 -3.1417
C -1.1106 4.1940 -2.4048
C -3.0648 2.0385 -1.1845
C -4.1460 2.4261 -0.3939
C -5.4370 2.3020 -0.8846
C -5.6497 1.7968 -2.1581
C -4.5732 1.4208 -2.9524
C -3.2810 1.5379 -2.4716
H -2.4676 1.6507 4.2128
H -1.8317 3.9811 4.7735
H -0.9603 5.4764 3.0046
H -0.7486 4.6608 0.6914
H 1.4605 2.6744 -0.7701
H 2.7414 4.3153 -2.0865
H 1.5692 5.8700 -3.6061
H -0.8914 5.7956 -3.8059
H -2.1886 4.1627 -2.4961
H -3.9863 2.8341 0.5955
H -6.2751 2.6031 -0.2711
H -6.6583 1.6980 -2.5362
H -4.7437 1.0338 -3.9478
H -2.4440 1.2462 -3.0929
*
```

Values from the calculation:
HOMO energy (spin up / spin down) in Eh: -0.466 / -0.464
LUMO energy (spin up / spin down) in hartree: -0.19131 / -0.16902
Energy above the lowest of the compared OMol25 structures with the same formula, charge and spin in kcal per mole: 0.20
Orbital gap (spin up / spin down) in eV: 7.484 / 8.015
<S²>: 0.763

Results of the Mulliken charge analysis, in e, for atoms 1 through 2: V 0.85; O -0.45

=====

Entry 4:
ORCA calculation (wB97M-V/def2-TZVPD) on C19H17Cl2N3O4 in the gas phase.

```
! RIJCOSX wB97M-V def2-TZVPD def2/J DEFGRID3
* xyz 0 1
C -0.4079 -3.0042 2.0115
C 0.3691 -1.8161 1.3717
N 1.4274 -1.1855 1.9310
N 1.6991 -0.2519 1.2049
C 2.7070 0.5284 1.7387
C 3.7844 0.7615 0.5650
C 4.0717 2.0276 0.1345
C 4.9641 2.2018 -0.9303
C 5.5574 1.3046 -1.5883
C 5.1594 -0.0569 -1.3888
C 4.3231 -0.1480 -0.2651
Cl 3.8049 -1.7648 0.3008
C 0.8661 -0.2293 0.0170
Cl 1.0749 1.3820 -0.9618
C -0.1715 -1.1533 0.2583
C -1.2890 -1.3746 -0.5769
O -1.3715 -0.5548 -1.8677
O -2.0817 -2.2107 -0.4805
C -3.1322 -2.5267 -1.2098
C -4.2742 -1.6727 -0.9566
O -5.2303 -1.7200 -0.1346
N -4.1043 -0.2814 -1.4904
C -4.8195 0.7276 -0.8883
C -4.0758 1.7066 0.0467
C -2.6060 2.1810 -0.1131
C -2.5221 2.9619 1.1876
C -3.7482 3.0452 1.5852
O -4.7603 2.4470 1.1720
H -1.5979 -2.8227 2.1784
H -0.4918 -3.9545 1.2262
H -0.0524 -3.2549 2.7606
H 2.5279 1.4491 2.1867
H 3.1257 0.0669 2.6681
H 3.7180 3.1281 0.7074
H 5.2728 3.3490 -1.3458
H 6.2080 1.4598 -2.1593
H 5.5889 -0.8262 -1.7813
H -2.9638 -2.1936 -2.2407
H -3.5959 -3.3987 -1.0630
H -3.2880 -0.1178 -1.7154
H -5.6554 0.5573 -0.4143
H -5.1650 1.2647 -1.8300
H -1.9801 1.9218 -1.0022
H -1.6274 3.4045 1.5462
H -4.0198 3.7064 2.6019
*
```

Values from the calculation:
HOMO energy in Eh: -0.295
LUMO energy in hartree: -0.01859
Energy above the lowest of the compared OMol25 structures with the same formula, charge and spin in kcal per mole: 407.52
Orbital gap in eV: 7.510

Results of the Mulliken charge analysis, in e, for atoms 1 through 2: C -1.66; C 0.68

=====

| no. | M (g mol⁻¹) | electronic energy (eV) |
| --- | --- | --- |
| 1 | 684.78 | -73535.1741 |
| 2 | 618.65 | -51309.9481 |
| 3 | 532.19 | -91947.2730 |
| 4 | 422.27 | -57667.4364 |